--- P ---
Below is the molecule C19H21N5O3S2, with properties calculated with ωB97M-V with the def2-TZVPD basis set.

Calculated values
* E_HOMO: -7.936 eV
* SMILES string: CCOC(=O)c1c(NC(=O)CSc2ncnc3[nH]ncc23)sc2c1CC[C@H](C)C2
* multiplicity: 1

XYZ file:
```
50
C19H21N5O3S2 ωB97M-V with the def2-TZVPD basis set
C 2.219 -2.512 3.014
C 1.909 -2.479 1.530
H 2.798 -2.214 0.945
H 1.545 -3.449 1.174
O 0.895 -1.497 1.307
C 0.326 -1.489 0.100
O 0.669 -2.264 -0.784
C -0.702 -0.478 -0.075
C -1.334 -0.335 -1.301
N -1.054 -1.071 -2.425
C -1.277 -0.543 -3.666
O -2.089 0.332 -3.859
C -0.480 -1.179 -4.791
H -0.437 -0.476 -5.622
H -0.951 -2.107 -5.119
S 1.211 -1.649 -4.294
C 1.592 -0.297 -3.255
N 0.818 0.772 -3.344
C 0.959 1.758 -2.467
N 1.785 1.806 -1.447
C 2.585 0.744 -1.367
N 3.503 0.452 -0.428
N 4.089 -0.737 -0.663
C 3.561 -1.234 -1.751
C 2.584 -0.355 -2.273
H 3.867 -2.188 -2.129
H 3.777 1.008 0.366
H 0.293 2.599 -2.602
H -0.353 -1.801 -2.257
S -2.448 0.966 -1.343
C -2.095 1.331 0.328
C -1.156 0.509 0.860
C -0.694 0.651 2.276
C -1.161 1.975 2.879
H -0.542 2.783 2.482
C -2.624 2.284 2.551
C -3.569 1.200 3.063
H -4.603 1.514 2.939
H -3.427 0.274 2.513
H -3.394 1.011 4.120
C -2.765 2.458 1.034
H -2.306 3.403 0.726
H -3.818 2.502 0.750
H -2.892 3.230 3.035
H -1.021 1.948 3.961
H -1.074 -0.191 2.861
H 0.395 0.593 2.312
H 2.564 -1.537 3.348
H 2.995 -3.247 3.206
H 1.329 -2.777 3.579
```

=====

--- Q ---
Below is the molecule C19H21N5O3S2, with properties calculated with ωB97M-V with the def2-TZVPD basis set.

Calculated values
* E_HOMO: -8.749 eV
* SMILES string: CN(C)S(=O)(=O)c1cccc(C(=O)NC(=S)N(CCC#N)Cc2cccnc2)c1
* multiplicity: 1

XYZ file:
```
50
C19H21N5O3S2 ωB97M-V with the def2-TZVPD basis set
C -1.726 0.173 -4.711
N -1.024 -0.353 -3.561
S -1.763 -0.064 -2.082
O -3.179 -0.143 -2.267
O -1.230 1.121 -1.450
C -1.178 -1.472 -1.142
C -0.584 -1.222 0.073
C 0.002 -2.263 0.785
C -0.097 -3.560 0.297
C -0.732 -3.804 -0.912
C -1.257 -2.755 -1.651
H -1.720 -2.913 -2.611
H -0.797 -4.813 -1.287
H 0.347 -4.367 0.860
C 0.730 -1.978 2.049
O 0.632 -2.630 3.061
N 1.512 -0.841 2.033
C 1.933 -0.096 0.936
N 1.955 1.241 1.100
C 2.430 2.097 0.035
H 3.107 2.846 0.457
H 2.992 1.472 -0.663
C 1.276 2.784 -0.714
C 1.750 3.365 -1.941
N 2.135 3.819 -2.917
H 0.495 2.058 -0.974
H 0.823 3.574 -0.108
C 1.546 1.879 2.345
C 0.188 1.449 2.844
C -0.956 1.587 2.061
N -2.157 1.212 2.462
C -2.291 0.686 3.664
C -1.228 0.522 4.541
C 0.030 0.913 4.119
H 0.882 0.805 4.777
H -1.377 0.098 5.521
H -3.295 0.390 3.936
H -0.918 2.013 1.067
H 2.300 1.687 3.122
H 1.531 2.956 2.160
S 2.435 -0.852 -0.442
H 1.888 -0.596 2.943
H -0.579 -0.208 0.440
C 0.393 -0.074 -3.538
H 0.862 -0.542 -4.402
H 0.817 -0.502 -2.632
H 0.601 1.002 -3.556
H -1.515 1.237 -4.870
H -1.429 -0.389 -5.596
H -2.790 0.041 -4.531
```

=====

P has the most favorable energy; the next structure is 50.3 kcal/mol above.

=====

--- P ---
Below is the ion C3H7N4S with charge +1, with properties calculated with ωB97M-V with the def2-TZVPD basis set.

Calculated values
* E_HOMO: -13.110 eV
* SMILES string: [H]/N=N/N=[N+](/C)[C@H]1CS1
* net charge: +1
* multiplicity: 1

XYZ file:
```
15
C3H7N4S ωB97M-V with the def2-TZVPD basis set
C 0.843 -0.157 -0.623
C 2.157 0.039 0.119
C -0.602 -1.492 0.900
N -2.165 2.620 -0.545
N -1.817 1.502 -0.516
N -1.486 0.482 0.037
N -0.419 -0.290 0.032
S 2.146 -1.472 -0.879
H 0.708 0.366 -1.534
H 2.823 0.745 -0.209
H 2.436 -0.152 1.196
H -0.275 -1.209 1.919
H 0.167 -2.185 0.508
H -1.730 -1.813 0.864
H -2.786 3.019 -1.266
```

=====

--- Q ---
Below is the ion C3H7N4S with charge +1, with properties calculated with ωB97M-V with the def2-TZVPD basis set.

Calculated values
* E_HOMO: -11.502 eV
* net charge: +1
* multiplicity: 1

XYZ file:
```
15
C3H7N4S ωB97M-V with the def2-TZVPD basis set
C -1.189 0.526 0.722
C 0.405 -0.946 1.326
C 0.873 -0.580 -0.884
N -2.050 0.411 1.554
N -0.911 1.082 -0.510
N 1.308 -1.081 0.393
N 0.421 0.861 -0.978
S 0.097 -1.596 2.733
H 1.734 -0.733 -1.595
H 0.080 -1.328 -1.362
H -2.887 0.930 1.992
H -1.556 1.727 -1.106
H 2.006 -1.768 0.278
H 1.285 1.439 -0.536
H 0.384 1.055 -2.028
```

=====

Q has the most favorable energy; the next structure is 16.2 kcal/mol above.

=====

--- P ---
Below is a structure of composition C5H11NO3S, with properties calculated with ωB97M-V with the def2-TZVPD basis set.

Calculated values
* E_HOMO: -8.435 eV
* multiplicity: 1

XYZ file:
```
21
C5H11NO3S ωB97M-V with the def2-TZVPD basis set
C 1.319 -1.530 0.885
C 0.912 1.297 0.637
C -0.533 0.935 1.327
C -1.481 0.906 0.165
C -1.761 -0.547 -0.387
H 1.821 -1.433 1.875
H 1.727 -2.430 0.331
H 0.254 -1.742 1.092
H 1.724 1.937 1.373
H 0.794 2.162 -0.014
H -1.055 1.795 2.000
H -0.460 0.048 2.144
H -2.235 1.343 0.748
H -0.857 0.437 -1.816
H -1.678 2.698 -1.180
H -1.958 -1.180 1.445
N -0.891 1.647 -0.825
O 2.872 -0.105 -0.653
O -2.472 -1.417 0.430
O -1.114 -0.888 -1.483
S 1.446 -0.141 -0.271
```

=====

--- Q ---
Below is a cluster of 2 separate species, C5H11NO3S in total, with properties calculated with ωB97M-V with the def2-TZVPD basis set.

Calculated values
* E_HOMO: -9.040 eV
* SMILES string: C/C=[N+](\[O-])O.CCSC=O
* multiplicity: 1

XYZ file:
```
21
C5H11NO3S ωB97M-V with the def2-TZVPD basis set
C 3.311 0.723 -1.124
C -3.521 1.263 0.637
C 2.450 0.302 0.084
C -3.497 0.005 -0.131
C 0.475 -1.537 0.474
N -2.462 -0.535 -0.663
O -2.713 -1.875 -1.140
O -1.315 -0.082 -0.962
O -0.289 -2.439 0.274
S 2.190 -1.648 0.006
H 4.025 -0.158 -1.347
H 2.629 0.911 -1.968
H 4.054 1.489 -0.788
H -4.067 1.184 1.486
H -4.014 2.014 -0.040
H -2.392 1.518 0.913
H 1.399 0.652 -0.043
H 2.995 0.566 0.911
H -4.356 -0.624 -0.085
H 0.284 -0.520 0.996
H -1.826 -2.103 -1.422
```

=====

Q has the most favorable energy; the next structure is 87.6 kcal/mol above.

=====

--- P ---
Below is a structure of composition C3H3BrN2O, with properties calculated with ωB97M-V with the def2-TZVPD basis set.

Calculated values
* E_HOMO: -8.965 eV
* multiplicity: 1

XYZ file:
```
10
C3H3BrN2O ωB97M-V with the def2-TZVPD basis set
C -1.050 0.749 -1.207
C 0.214 -0.789 0.624
C 1.056 0.371 0.762
N -0.843 1.850 -1.487
N -1.177 -0.432 -0.702
O 0.081 -1.868 1.032
Br -2.127 -1.854 -1.365
H 1.752 0.399 -0.082
H 0.478 1.291 0.730
H 1.616 0.283 1.694
```

=====

--- Q ---
Below is the molecule C3H3BrN2O, with properties calculated with ωB97M-V with the def2-TZVPD basis set.

Calculated values
* E_HOMO: -8.535 eV
* SMILES string: O=c1cc[nH]n1Br
* multiplicity: 1

XYZ file:
```
10
C3H3BrN2O ωB97M-V with the def2-TZVPD basis set
C 0.712 0.942 -0.440
C -0.063 -0.015 0.145
C 0.765 0.736 -1.848
N -0.552 -0.865 -0.774
N 0.003 -0.588 -1.998
O 1.241 1.283 -2.799
Br -0.971 -1.053 -3.506
H 1.172 1.785 0.037
H -0.313 -0.135 1.182
H -1.005 -1.752 -0.619
```

=====

Q has the most favorable energy; the next structure is 17.8 kcal/mol above.

=====

--- P ---
Below is a cluster of 2 separate species, C3H9NO3S in total, with properties calculated with ωB97M-V with the def2-TZVPD basis set.

Calculated values
* E_HOMO: -10.042 eV
* multiplicity: 1

XYZ file:
```
17
C3H9NO3S ωB97M-V with the def2-TZVPD basis set
C -1.112 -1.265 0.833
C -1.531 1.067 0.389
C -1.018 -0.199 -0.205
N -0.535 -0.452 -1.335
O 3.085 -0.019 0.928
O 2.011 1.424 -0.846
O 2.086 -1.173 -0.823
S 1.850 0.046 0.221
H -2.086 -1.596 0.513
H -1.073 -0.852 1.808
H -0.357 -2.038 0.653
H -2.005 1.882 -0.119
H -0.777 1.557 0.920
H -2.047 0.827 1.326
H -0.730 0.182 -2.046
H 1.451 -1.384 -1.423
H 2.789 1.995 -0.794
```

=====

--- Q ---
Below is the molecule C3H9NO3S, with properties calculated with ωB97M-V with the def2-TZVPD basis set.

Calculated values
* E_HOMO: -10.473 eV
* SMILES string: NCCCS(=O)(=O)O
* multiplicity: 1

XYZ file:
```
17
C3H9NO3S ωB97M-V with the def2-TZVPD basis set
C -1.440 1.580 0.113
C -1.917 0.075 -0.118
C -0.809 -0.835 -0.821
H -1.019 1.972 2.229
H 0.124 2.542 1.133
H -2.464 2.139 0.008
H -0.854 1.936 -0.820
H -2.295 -0.352 0.799
H -2.731 0.063 -0.909
H -1.159 -1.929 -0.692
H -0.814 -0.576 -1.921
H 0.372 0.350 1.501
N -0.534 1.796 1.393
O 0.434 -0.741 1.218
O 1.638 -1.687 -0.650
O 1.237 0.735 -0.646
S 0.819 -0.631 -0.344
```

=====

Q has the most favorable energy; the next structure is 13.9 kcal/mol above.

=====

--- P ---
Below is a structure of composition C40H47CaN4O4STe, with properties calculated with ωB97M-V with the def2-TZVPD basis set.

Calculated values
* E_HOMO: -4.171 eV
* net charge: -1
* multiplicity: 1

XYZ file:
```
98
C40H47CaN4O4STe ωB97M-V with the def2-TZVPD basis set
Ca 0.510 -0.359 -0.072
C 2.115 5.354 2.717
C 1.027 4.323 2.576
C -0.237 4.673 2.117
C -1.237 3.718 1.977
C -0.968 2.403 2.310
C 0.288 2.030 2.773
C 1.279 2.987 2.892
S -2.248 1.182 2.194
O -2.280 0.456 3.450
O -3.471 1.873 1.842
N -1.678 0.276 1.009
C -2.298 -0.905 0.717
C -3.587 -1.308 1.133
C -4.057 -2.534 0.730
C -3.273 -3.364 -0.074
C -2.029 -2.900 -0.440
N -1.548 -1.716 -0.058
H 1.728 6.361 2.560
H 2.911 5.183 1.988
H 2.569 5.311 3.708
H -0.445 5.706 1.861
H -2.225 3.980 1.623
H 0.499 1.000 3.028
H 2.261 2.689 3.239
H -4.183 -0.650 1.750
H -5.043 -2.854 1.045
H -3.622 -4.331 -0.406
H -1.379 -3.490 -1.075
N 2.453 -2.011 -0.390
C 2.871 -2.483 0.922
C 2.542 -1.462 2.005
O 2.780 -1.790 3.167
O 2.013 -0.369 1.610
H 2.507 -2.744 -1.086
H 3.070 -1.270 -0.711
H 3.937 -2.718 0.990
H 2.320 -3.393 1.165
C -0.230 -4.129 -3.594
C -0.087 -2.678 -3.975
C -0.345 -2.275 -5.289
C -0.213 -0.936 -5.620
C -0.510 -0.471 -7.024
C 0.160 0.002 -4.664
C 0.410 -0.347 -3.313
C 0.288 -1.744 -3.036
N 0.737 0.468 -2.275
C 0.922 1.900 -2.449
C 1.257 2.464 -1.053
C 1.506 3.975 -1.078
C 2.668 4.290 -2.023
C 2.333 3.771 -3.422
C 1.056 4.450 -3.930
C -0.104 4.160 -2.972
C 0.244 4.682 -1.578
C -0.352 2.651 -2.905
C 2.113 2.257 -3.361
H -1.282 -4.395 -3.460
H 0.288 -4.349 -2.659
H 0.174 -4.784 -4.369
H -0.632 -3.004 -6.040
H -0.419 -1.289 -7.739
H 0.170 0.327 -7.329
H -1.528 -0.079 -7.097
H 0.248 1.025 -4.994
H 0.513 -2.089 -2.030
H 2.143 1.944 -0.662
H 0.414 2.266 -0.372
H 1.743 4.316 -0.069
H 3.587 3.818 -1.659
H 2.843 5.372 -2.049
H 3.160 3.992 -4.106
H 0.813 4.079 -4.932
H 1.213 5.531 -4.013
H -1.009 4.660 -3.332
H -0.586 4.490 -0.891
H 0.405 5.766 -1.604
H -0.699 2.288 -3.871
H -1.146 2.426 -2.184
H 3.002 1.757 -2.959
H 1.965 1.864 -4.367
C -2.085 -2.675 4.422
Te -0.185 -1.846 3.898
C 0.578 -3.782 4.395
C -0.501 -4.470 5.195
C -0.238 -5.631 5.919
C -1.235 -6.258 6.649
C -2.519 -5.725 6.662
C -2.792 -4.571 5.944
C -1.796 -3.931 5.209
H -2.648 -2.892 3.515
H -2.652 -1.949 5.002
H 1.504 -3.668 4.954
H 0.802 -4.333 3.482
H 0.767 -6.040 5.912
H -1.011 -7.155 7.213
H -3.303 -6.205 7.235
H -3.790 -4.149 5.956
```

=====

--- Q ---
Below is a structure of composition C40H47CaN4O4STe, with properties calculated with ωB97M-V with the def2-TZVPD basis set.

Calculated values
* E_HOMO: -3.688 eV
* net charge: -1
* multiplicity: 1

XYZ file:
```
98
C40H47CaN4O4STe ωB97M-V with the def2-TZVPD basis set
Ca -0.238 -1.330 0.148
C 5.927 -4.909 -5.382
C 4.836 -4.561 -4.405
C 5.064 -3.653 -3.374
C 4.060 -3.311 -2.484
C 2.803 -3.886 -2.624
C 2.551 -4.792 -3.643
C 3.571 -5.124 -4.525
S 1.528 -3.458 -1.483
O 0.281 -3.944 -2.054
O 1.911 -4.023 -0.206
N 1.537 -1.890 -1.307
C 1.026 -1.031 -2.315
C 1.018 -1.333 -3.683
C 0.523 -0.386 -4.552
C 0.038 0.822 -4.057
C 0.057 1.014 -2.693
N 0.538 0.119 -1.824
H 6.906 -4.626 -4.997
H 5.784 -4.390 -6.333
H 5.942 -5.978 -5.595
H 6.046 -3.206 -3.266
H 4.240 -2.601 -1.686
H 1.563 -5.222 -3.739
H 3.376 -5.834 -5.322
H 1.370 -2.286 -4.047
H 0.499 -0.591 -5.616
H -0.364 1.587 -4.706
H -0.339 1.921 -2.251
N -0.414 -3.318 1.762
C 0.222 -2.921 3.038
C 1.191 -1.731 2.896
O 1.970 -1.511 3.817
O 1.058 -1.046 1.818
H -1.156 -3.989 1.911
H 0.296 -3.819 1.224
H 0.771 -3.743 3.503
H -0.554 -2.598 3.736
C -6.581 0.067 -2.153
C -5.199 -0.503 -1.941
C -4.714 -1.463 -2.813
C -3.433 -1.982 -2.593
C -2.851 -3.006 -3.534
C -2.694 -1.527 -1.527
C -3.132 -0.513 -0.590
C -4.445 -0.040 -0.868
N -2.266 -0.177 0.393
C -2.387 0.865 1.410
C -3.657 1.727 1.488
C -3.562 2.760 2.623
C -2.365 3.686 2.391
C -1.084 2.851 2.350
C -0.905 2.109 3.680
C -2.117 1.203 3.926
C -3.395 2.041 3.963
C -2.215 0.186 2.786
C -1.192 1.827 1.218
H -7.093 -0.436 -2.974
H -6.539 1.134 -2.387
H -7.196 -0.041 -1.256
H -5.314 -1.811 -3.647
H -3.576 -3.796 -3.742
H -1.947 -3.460 -3.128
H -2.592 -2.542 -4.490
H -1.720 -2.001 -1.424
H -4.906 0.700 -0.238
H -4.527 1.090 1.663
H -3.806 2.254 0.541
H -4.484 3.350 2.634
H -2.305 4.431 3.192
H -2.490 4.227 1.447
H -0.219 3.500 2.180
H -0.791 2.827 4.500
H 0.007 1.508 3.640
H -1.990 0.677 4.877
H -3.351 2.771 4.780
H -4.260 1.394 4.146
H -3.059 -0.497 2.936
H -1.304 -0.417 2.763
H -0.261 1.250 1.183
H -1.307 2.325 0.248
C 3.414 3.017 1.038
Te 3.136 1.280 2.264
C 4.255 2.533 3.595
C 3.731 3.924 3.316
C 3.610 4.917 4.274
C 3.046 6.148 3.947
C 2.610 6.387 2.654
C 2.740 5.397 1.685
C 3.294 4.168 2.007
H 2.690 3.067 0.228
H 4.417 2.964 0.611
H 5.311 2.445 3.333
H 4.123 2.235 4.633
H 3.937 4.725 5.289
H 2.932 6.908 4.709
H 2.150 7.335 2.400
H 2.387 5.576 0.676
```

=====

P has the most favorable energy; the next structure is 24.9 kcal/mol above.